(1)
95
Properties=species:S:1:pos:R:3:forces:R:3 method="wB97M-V/def2-TZVPD" homo_energy_ev="-8.07 / -8.70" fmax_ev_per_a=1.4 multiplicity=3 total_energy_ha=-2815.8092 s2=2.01
C 1.0176 4.1628 0.9121 0.328 -0.140 -0.174
C 1.5427 2.7830 1.3608 -0.151 0.478 0.209
C 0.8683 2.3248 2.6616 0.013 -0.012 -0.089
C 0.7503 0.8049 2.9622 0.059 0.439 0.263
C 1.8432 0.3136 3.9110 -0.069 0.091 0.042
N 0.6983 -0.0174 1.7047 -0.278 -0.304 0.349
C 1.3026 -1.3228 1.8310 -0.715 -0.642 0.425
O 0.8587 -2.1865 2.5436 0.380 0.541 -0.247
O 2.4005 -1.5407 1.1215 0.034 -0.231 -0.104
C 2.8442 -0.6817 0.0722 0.284 0.055 -0.351
S 4.2040 0.3663 0.5918 -0.317 0.158 0.038
C 5.4353 -0.9210 0.8562 0.360 0.075 0.217
C 5.9782 -1.5737 -0.4150 0.141 0.044 0.071
P -0.7785 -0.0739 0.9204 0.163 0.102 -1.338
O -0.8927 1.3759 0.2560 -0.116 -0.260 0.416
O -1.8998 -0.0749 2.0625 -0.032 0.127 0.158
S -0.9505 -1.4839 -0.3921 0.129 0.303 0.370
H 1.8225 4.7428 0.4531 -0.076 -0.001 0.017
H 0.6342 4.7441 1.7525 -0.059 0.008 -0.043
H 0.2431 4.0561 0.1488 -0.142 0.043 0.226
H 2.6134 2.8796 1.5359 0.082 -0.315 -0.135
H 1.3508 2.0770 0.5594 0.274 -0.089 0.028
H 1.4359 2.7653 3.4878 -0.196 -0.001 0.035
H -0.1313 2.7713 2.7207 0.000 -0.106 -0.115
H -0.1970 0.6821 3.4966 0.077 -0.160 -0.089
H 1.8978 1.0115 4.7505 0.048 -0.024 -0.126
H 1.5942 -0.6631 4.3270 0.133 0.016 -0.146
H 2.8174 0.2816 3.4182 0.016 -0.009 0.030
H 2.0432 -0.0700 -0.3348 -0.013 0.046 0.147
H 3.1999 -1.3505 -0.7154 -0.095 0.026 0.055
H 5.0333 -1.6632 1.5458 -0.075 0.095 0.013
H 6.2363 -0.3966 1.3839 -0.086 -0.104 0.049
H 5.9228 -2.6590 -0.3357 -0.033 -0.023 -0.118
H 5.4241 -1.2440 -1.2929 0.019 -0.140 -0.085
H 7.0291 -1.3088 -0.5534 -0.103 -0.017 -0.105
H -1.4720 1.9911 0.7442 -0.219 0.144 0.006
H -2.7255 -0.4164 1.6941 0.026 -0.117 0.116
C 3.7802 -5.1214 -4.9334 -0.103 0.129 -0.089
C 3.8655 -4.2235 -3.6716 0.167 -0.452 -0.512
C 3.3565 -4.9584 -2.4180 -0.150 0.141 0.183
C 1.8370 -5.0745 -2.3183 0.066 0.016 -0.110
C 1.1783 -3.7106 -2.5030 0.162 -0.140 0.270
C 1.5925 -3.0281 -3.8053 -0.488 -0.040 -0.584
N 3.0884 -2.9543 -3.8629 0.030 0.070 1.256
O 3.5545 -1.9785 -3.1610 0.006 -0.081 -0.426
C 1.0039 -3.7865 -5.0039 0.100 -0.053 -0.025
C 1.0323 -1.6132 -3.8581 0.064 0.157 0.082
C 5.3312 -3.8732 -3.4664 0.116 0.025 -0.056
H 3.1756 -4.6766 -5.7173 0.033 0.018 0.008
H 4.7698 -5.2665 -5.3648 0.047 -0.041 0.097
H 3.3689 -6.1065 -4.7095 -0.048 0.016 0.016
H 3.7177 -4.4217 -1.5343 -0.003 0.090 -0.046
H 3.8192 -5.9472 -2.3898 0.041 -0.004 -0.028
H 1.4582 -5.7911 -3.0529 0.001 0.023 -0.030
H 1.5730 -5.4733 -1.3376 -0.006 -0.028 -0.003
H 0.0907 -3.8028 -2.4803 -0.022 0.027 -0.038
H 1.4488 -3.0629 -1.6634 0.031 0.028 -0.026
H 1.3470 -3.3522 -5.9442 -0.005 0.014 -0.001
H -0.0820 -3.7001 -4.9699 -0.014 0.062 0.039
H 1.2375 -4.8479 -5.0106 -0.005 0.009 0.025
H 1.3101 -1.0302 -2.9838 0.029 -0.021 -0.007
H -0.0556 -1.6671 -3.8926 -0.026 -0.027 -0.002
H 1.3827 -1.0895 -4.7489 0.018 -0.011 -0.002
H 5.7085 -3.2665 -4.2905 -0.016 -0.020 -0.022
H 5.9004 -4.8032 -3.4294 -0.001 -0.027 -0.031
H 5.4982 -3.3362 -2.5444 -0.004 0.149 0.151
C -5.5083 2.6940 3.8955 0.052 -0.170 -0.101
C -4.5646 3.5500 3.0112 -0.206 -0.252 0.674
C -5.2777 4.8044 2.4852 -0.020 0.168 -0.313
C -6.2601 4.5541 1.3408 0.046 -0.077 0.092
C -5.5864 3.7662 0.2212 0.048 0.361 0.132
C -4.9723 2.4587 0.7174 -0.346 -0.569 -0.098
N -4.0407 2.7458 1.8628 0.202 1.131 -0.617
O -2.8699 3.1244 1.4704 -0.111 -0.465 0.379
C -6.0848 1.4756 1.1070 0.046 0.006 0.105
C -4.1411 1.8090 -0.3686 0.247 -0.057 -0.171
C -3.3898 3.9832 3.8792 0.158 0.095 -0.037
H -5.6198 1.6803 3.5242 0.032 0.000 0.004
H -5.1034 2.5997 4.9019 0.012 0.109 0.016
H -6.5032 3.1327 3.9785 -0.009 0.000 -0.055
H -4.5194 5.5140 2.1401 0.055 -0.072 -0.028
H -5.7871 5.2792 3.3257 0.021 -0.005 0.043
H -7.1498 4.0322 1.7031 0.017 -0.039 0.003
H -6.6072 5.5131 0.9529 -0.027 0.005 0.019
H -6.2938 3.5371 -0.5782 -0.014 -0.043 0.005
H -4.7986 4.3839 -0.2211 0.062 -0.057 0.025
H -5.6668 0.5619 1.5330 0.001 -0.010 -0.010
H -6.6385 1.2030 0.2089 0.058 0.011 -0.058
H -6.8033 1.8827 1.8127 0.009 0.023 0.000
H -3.3891 2.4896 -0.7591 0.023 -0.047 0.008
H -4.7580 1.4798 -1.2038 -0.161 -0.017 0.108
H -3.6301 0.9420 0.0514 0.035 -0.071 -0.221
H -2.8000 3.1228 4.1976 -0.023 -0.022 0.005
H -3.7872 4.4788 4.7653 -0.028 -0.013 0.025
H -2.7322 4.6795 3.3644 0.014 -0.044 -0.041

***

(2)
106
Properties=species:S:1:pos:R:3:forces:R:3 method="wB97M-V/def2-TZVPD" homo_energy_ev=-8.62 fmax_ev_per_a=9.7 total_energy_ha=-27644.3323
C 6.5444 1.7708 4.9952 -0.438 1.303 -0.087
C 6.5169 1.3759 3.4860 -0.050 0.895 2.731
O 6.1011 0.0152 3.4573 1.381 -0.209 -1.242
C 4.8186 -0.2035 3.3894 -2.072 -0.422 0.016
O 3.9135 0.5418 3.6776 0.316 0.640 -0.122
O 4.5884 -1.4484 2.9629 0.914 0.069 0.065
C 3.2692 -1.7975 2.5876 -0.495 -1.106 0.007
H 6.4673 1.0061 5.7663 0.174 -0.654 -0.628
H 5.6651 2.3901 5.1895 0.131 0.154 0.054
H 7.4309 2.3538 5.2534 -0.045 0.081 -0.157
H 7.5086 1.5828 3.0917 0.080 -1.136 -0.375
H 5.8468 2.0429 2.9484 -0.320 -0.356 -0.021
H 2.5212 -1.8642 3.3806 0.368 0.543 0.367
H 3.3730 -2.8311 2.2684 -0.114 0.163 -0.446
H 2.8688 -1.1718 1.7914 0.187 0.057 -0.038
C -5.1944 3.3285 -2.4360 0.709 -0.707 -0.566
C -4.1221 3.8704 -1.5196 0.110 1.954 1.407
O -3.7352 3.0624 -0.3957 -0.397 -0.861 0.309
C -2.9307 2.0333 -0.5780 1.383 -0.484 -1.706
O -2.1885 1.8508 -1.5371 -0.577 0.542 0.457
O -3.0099 1.1983 0.4276 -0.796 0.461 1.244
C -2.6214 -0.1654 0.3211 -0.514 -0.226 0.009
H -5.9574 2.7346 -1.9341 0.040 0.266 0.370
H -4.7709 2.6623 -3.1913 0.049 0.048 -0.047
H -5.6762 4.1469 -2.9679 0.028 0.079 0.089
H -4.4973 4.7356 -0.9621 -0.518 -0.111 -0.182
H -3.2163 4.3348 -1.9092 0.021 -0.726 -0.972
H -1.7742 -0.3011 -0.3494 -0.217 0.174 0.601
H -3.4508 -0.6984 -0.1567 0.802 0.461 2.458
H -2.5424 -0.5317 1.3387 0.573 0.064 -0.085
C -4.6655 -1.6162 -4.2199 -0.338 0.357 0.245
O -5.8489 -1.3304 -4.2128 0.103 -0.155 -0.215
N -3.7966 -1.2679 -3.2522 -0.097 -0.373 -0.946
C -2.4165 -1.7064 -3.3002 0.125 -0.017 2.356
C -4.1931 -0.4913 -2.1112 0.103 0.429 -0.160
H -4.1684 -2.1706 -5.0292 -0.115 -0.128 -0.138
H -1.9901 -1.9602 -4.2625 -0.257 0.174 -0.161
H -2.3107 -2.5381 -2.5884 -0.026 -0.420 -0.718
H -1.8254 -0.9822 -2.7293 0.160 0.524 -0.929
H -3.7370 -0.8891 -1.1982 -0.947 -0.467 -2.497
H -3.7823 0.5185 -2.2297 -0.178 -0.192 0.065
H -5.2620 -0.4135 -1.9412 -0.167 -0.305 -0.485
C 0.1741 -4.1049 1.2536 0.046 -4.280 0.353
O 1.2130 -3.4886 1.3800 1.891 -1.181 0.090
N -0.0104 -5.4190 1.5252 1.483 -0.778 0.575
C -1.3016 -6.0697 1.6435 -0.146 1.005 0.928
C 1.1173 -6.1797 2.0326 0.769 0.064 -1.223
H -0.7465 -3.5568 0.9853 1.342 -3.257 -0.210
H -1.3708 -6.9969 1.0801 0.150 -0.116 0.046
H -2.0828 -5.3790 1.3201 0.203 -0.924 0.644
H -1.4679 -6.1986 2.7166 -0.259 -0.595 -0.085
H 1.0161 -7.2020 1.6696 0.022 -0.188 0.431
H 1.9977 -5.7669 1.5338 0.038 -0.085 0.098
H 1.3431 -6.1150 3.0983 -0.584 -0.077 0.147
C -0.0426 -1.2801 1.3528 0.054 1.281 -0.041
O -0.6388 -2.3270 1.1875 -3.639 9.030 0.348
N 0.2556 -0.3924 0.3844 0.579 0.575 -0.173
C 0.9440 0.8530 0.6800 1.622 -0.395 -0.373
C 0.2835 -0.7169 -1.0462 0.606 -0.325 1.345
H 0.2473 -0.9117 2.3469 -0.070 -0.179 0.017
H 2.0129 0.6460 0.5267 0.181 0.230 0.459
H 0.8012 1.2678 1.6747 -0.236 -0.278 0.015
H 0.7949 1.6164 -0.0857 -0.826 -0.084 0.077
H 0.0168 0.1924 -1.5771 -0.644 -0.328 -0.341
H 1.3156 -0.9530 -1.3246 0.015 -0.173 -0.061
H -0.3229 -1.6160 -1.1412 -0.119 0.221 -0.655
Br -4.0226 -3.6948 1.7129 -0.040 0.371 -0.071
C -3.7000 -4.2913 -0.0907 -0.037 -1.276 -1.264
C -2.2333 -4.2183 -0.4927 -0.904 1.638 0.022
Br -1.7910 -5.1573 -2.1154 -0.137 -0.240 0.239
H -4.2732 -3.7236 -0.8228 -0.233 0.233 0.397
H -4.0693 -5.3142 -0.1610 -0.007 -0.010 0.250
H -1.5474 -4.4673 0.3103 -0.603 -0.108 -1.567
H -2.1049 -3.1539 -0.6888 0.549 -0.071 -0.205
Br 3.5188 3.6374 -0.5680 -0.562 0.052 -0.579
C 1.8815 4.1357 -1.6232 0.558 0.575 1.404
C 1.2476 5.3285 -0.8871 0.867 -1.087 -0.709
Br -0.5321 5.4687 -1.6279 -0.086 0.535 0.371
H 1.2265 3.2738 -1.5682 0.158 -0.105 -0.383
H 2.2277 4.4277 -2.6073 -0.128 -0.363 -0.132
H 1.8282 6.2152 -1.1209 -0.292 0.223 0.206
H 1.2506 5.1083 0.1752 -0.449 0.297 0.041
Br 6.5087 0.7389 0.2189 -0.704 -0.308 -0.555
C 5.2389 -0.6152 -0.4235 0.603 -2.104 1.217
C 5.4075 -0.9733 -1.8867 -0.505 0.437 0.219
Br 4.2675 -2.5116 -2.2708 -0.321 0.258 -0.032
H 4.2393 -0.5597 0.0106 -0.303 1.402 -0.863
H 5.4520 -1.5250 0.1537 0.930 0.137 -0.111
H 6.3722 -1.3850 -2.1568 0.287 0.499 0.326
H 5.1430 -0.1194 -2.5053 -0.073 -0.282 -0.336
Br -2.2307 5.6028 3.7002 0.222 -0.082 -0.040
C -1.3727 4.0738 4.5950 -0.858 0.159 -0.172
C -1.6006 2.8410 3.7301 0.432 0.452 0.551
Br -0.4194 1.4220 4.3276 0.106 -0.201 0.161
H -1.9633 4.0073 5.5034 0.359 -0.179 0.193
H -0.3456 4.3426 4.8106 0.043 -0.105 -0.200
H -1.3402 3.0169 2.6927 -0.288 -0.031 -0.063
H -2.6111 2.4862 3.8974 -0.039 -0.036 -0.478
Br 0.9538 1.2493 -4.0993 0.082 0.370 -0.308
C 0.3034 2.9165 -4.9227 -0.716 -0.244 -0.218
C -1.0243 3.2282 -4.2522 0.645 0.216 -0.098
Br -1.7666 4.8546 -5.0756 0.071 -0.392 0.233
H 0.1136 2.7475 -5.9800 0.299 -0.312 0.004
H 1.0711 3.6785 -4.8355 -0.051 0.000 0.320
H -0.8764 3.4161 -3.1938 -0.314 0.025 -0.096
H -1.7254 2.4142 -4.4007 -0.118 0.113 -0.010